1.
Density functional theory data (ωB97M-V/def2-TZVPD) for 7 unconnected molecules or ions with the total composition C21H56O7 at a distorted geometry.

```
84
Properties=species:S:1:pos:R:3:forces:R:3:lowdin_charge:R:1
C 0.386 -3.428 -4.039 -1.63 0.41 0.44 -0.06
C 1.066 -2.106 -3.856 -0.26 2.40 0.76 -0.47
C 0.220 -1.380 -2.836 0.12 1.35 0.08 -0.08
O 2.403 -2.080 -3.259 -0.17 -0.66 -2.03 -0.08
H 0.430 -4.002 -3.114 -0.07 0.10 0.16 0.09
H 0.880 -3.983 -4.758 0.68 -1.39 -1.71 0.04
H -0.734 -3.277 -4.306 2.01 -0.26 0.27 0.12
H 1.155 -1.462 -4.795 -0.47 -1.10 0.86 0.16
H 0.271 -1.845 -1.873 0.28 -0.62 0.60 0.06
H -0.824 -1.414 -3.084 -0.55 0.27 -0.30 0.06
H 0.536 -0.340 -2.656 -0.13 -0.24 -0.30 0.09
H 2.949 -1.970 -4.067 0.12 -0.26 1.12 0.10
C 1.353 -1.994 2.481 1.50 1.32 -0.83 -0.06
C 0.035 -2.005 1.755 0.99 0.22 -0.30 -0.48
C -0.494 -3.437 1.574 -0.76 0.13 1.20 -0.03
O -0.825 -1.073 2.436 0.92 -1.00 0.58 -0.06
H 1.335 -2.311 3.523 -0.23 0.58 0.19 0.08
H 1.855 -0.966 2.238 -0.79 -1.77 1.27 0.10
H 2.015 -2.716 2.006 0.04 -0.13 -0.24 0.07
H 0.315 -1.545 0.791 -0.70 -0.42 -0.10 0.12
H -1.527 -3.429 1.192 0.36 0.00 -0.09 0.06
H -0.539 -3.976 2.580 0.25 0.62 -1.27 0.11
H 0.150 -3.980 0.866 -0.22 0.15 0.34 0.08
H -1.656 -1.101 1.996 -1.29 -0.01 -0.90 0.06
C 4.219 -1.806 -0.814 -0.75 0.27 0.95 -0.07
C 5.109 -1.228 0.255 0.79 -0.49 0.70 -0.49
C 5.761 -2.312 1.106 1.08 -0.66 -2.25 -0.06
O 6.199 -0.459 -0.319 -0.95 -0.61 0.51 -0.05
H 3.512 -1.054 -1.153 0.12 -0.01 -0.54 0.07
H 3.610 -2.626 -0.445 -0.17 -0.06 0.35 0.08
H 4.804 -2.240 -1.576 0.67 -0.21 -1.26 0.07
H 4.484 -0.564 0.862 0.21 0.04 0.31 0.12
H 5.021 -2.957 1.516 -0.63 -0.43 0.60 0.05
H 6.405 -1.904 1.865 0.23 0.11 0.29 0.07
H 6.388 -2.980 0.385 -0.87 1.17 1.26 0.12
H 5.693 0.080 -0.914 0.26 0.91 -0.82 0.06
C -2.515 3.756 -3.354 -0.55 1.30 -0.39 -0.08
C -1.167 3.271 -2.998 0.15 -0.47 -0.88 -0.51
C -0.278 3.348 -4.267 -2.22 0.89 0.53 -0.04
O -0.757 4.104 -1.922 0.79 -0.25 -0.35 -0.06
H -2.819 3.277 -4.255 -0.28 -0.21 -1.00 0.07
H -2.471 4.867 -3.510 -0.33 -0.97 0.21 0.11
H -3.258 3.457 -2.645 -0.43 0.30 0.79 0.07
H -1.291 2.211 -2.742 0.47 0.00 0.61 0.13
H -0.373 4.408 -4.574 0.70 -0.53 -0.17 0.09
H -0.688 2.704 -5.067 0.22 0.27 0.48 0.09
H 0.680 3.026 -3.998 1.80 -0.17 -0.02 0.05
H 0.189 3.994 -1.733 -0.44 -0.03 -0.29 0.08
C -2.818 0.410 4.467 0.68 0.07 2.40 -0.05
C -1.810 1.579 4.323 -1.15 -0.36 -0.82 -0.47
C -0.796 1.609 5.438 0.80 0.07 0.27 -0.06
O -1.256 1.504 3.012 1.10 -1.29 -0.32 -0.12
H -3.574 0.613 5.239 0.27 0.09 0.02 0.08
H -2.342 -0.543 4.763 0.17 0.50 -0.06 0.09
H -3.371 0.176 3.614 -0.71 0.11 -1.80 0.04
H -2.344 2.538 4.327 -0.11 -0.23 0.01 0.14
H -0.156 0.714 5.369 -0.30 0.12 0.29 0.08
H -1.335 1.645 6.405 0.42 -0.15 -0.39 0.09
H -0.096 2.477 5.395 -0.70 -0.44 -0.14 0.09
H -0.921 0.555 2.822 -0.41 1.58 0.68 0.08
C -3.816 -2.141 -0.746 -0.55 1.19 0.22 -0.05
C -3.234 -0.711 -0.856 -0.11 -2.35 -0.04 -0.51
C -4.083 0.224 -0.092 -0.89 0.31 0.79 -0.06
O -1.931 -0.825 -0.335 0.31 0.48 0.09 -0.07
H -3.837 -2.431 0.327 0.13 -0.13 -0.80 0.09
H -3.338 -2.834 -1.408 0.82 -0.54 0.07 0.06
H -4.826 -2.108 -1.135 -0.54 0.00 0.21 0.07
H -3.224 -0.435 -1.916 0.15 0.16 -0.06 0.14
H -3.694 1.220 -0.110 0.12 0.85 -0.19 0.07
H -4.213 -0.029 0.961 0.42 -0.35 0.15 0.08
H -5.098 0.186 -0.466 -0.24 0.35 -0.41 0.08
H -1.559 0.075 -0.273 0.36 -0.14 0.00 0.05
C 0.152 3.800 0.942 0.92 -1.51 -0.48 -0.02
C 0.379 2.348 0.331 0.02 1.16 3.10 -0.41
C 1.479 1.652 1.138 0.75 -1.10 0.04 -0.05
O -0.840 1.585 0.279 0.76 0.55 -0.58 -0.06
H -0.409 4.284 0.161 -0.53 0.72 0.53 0.04
H 1.151 4.299 1.076 -0.93 -0.46 -0.08 0.10
H -0.354 3.688 1.912 0.06 0.29 -0.40 0.07
H 0.690 2.525 -0.650 0.45 -0.38 -1.66 0.09
H 2.522 1.805 0.820 -0.35 0.76 -0.29 0.08
H 1.422 0.575 0.980 -0.44 -0.20 0.12 0.04
H 1.498 1.827 2.228 -0.53 0.09 -0.48 0.09
H -1.231 1.591 1.157 -0.14 0.29 0.59 0.05
```
Positions in Å, forces in eV/Å.

Output
- Lowest unoccupied orbital energy: 0.48 eV
- SMILES: CC(C)O.CC(C)O.CC(C)O.CC(C)O.CC(C)O.CC(C)O.CC(C)O
- HOMO: -0.3717 Ha
- HOMO-LUMO gap: 10.594 eV

2.
Density functional theory data (ωB97M-V/def2-TZVPD) for a single C4H6N2O molecule.

```
13
Properties=species:S:1:pos:R:3:forces:R:3:nbo_charge:R:1
O -2.271 1.177 0.613 0.50 -0.28 -0.22 -0.58
C -1.223 0.785 0.160 -0.38 0.19 0.17 0.77
N -0.032 1.492 0.084 -0.14 0.12 0.21 -0.64
C 1.071 0.543 0.106 0.13 -0.07 -0.03 -0.23
C 0.433 -0.574 -0.714 0.24 0.04 -0.15 -0.09
C -0.310 -1.613 0.034 0.02 -0.18 0.16 -0.22
N -1.003 -0.453 -0.525 -0.23 0.23 -0.13 -0.44
H 0.017 2.389 0.539 -0.05 -0.12 0.21 0.40
H 1.294 0.217 1.134 0.08 0.03 -0.23 0.18
H 1.988 0.931 -0.340 -0.19 0.04 -0.06 0.21
H 0.742 -0.651 -1.751 0.12 -0.38 0.13 0.21
H -0.583 -2.553 -0.443 0.03 0.21 0.08 0.22
H -0.122 -1.690 1.104 -0.14 0.15 -0.14 0.20
```
Positions in Å, forces in eV/Å.

Output
- Lowest unoccupied orbital energy: 0.89 eV
- SMILES: O=C1NC[C@H]2CN12
- HOMO: -0.3549 Ha
- HOMO-LUMO gap: 10.546 eV

3.
Density functional theory data (ωB97M-V/def2-TZVPD) for 5 unconnected molecules or ions with the total composition C20H39N3O8PS4 at a distorted geometry.

```
75
Properties=species:S:1:pos:R:3:forces:R:3:lowdin_charge:R:1
N 4.412 7.309 1.106 -1.61 -0.42 1.48 -0.33
P 3.713 6.541 2.353 0.91 1.85 -3.27 0.76
C 1.827 6.816 2.120 0.09 -2.24 1.35 -0.26
C 0.965 5.555 2.192 -3.66 4.59 -1.23 0.05
C -0.563 5.901 1.934 5.30 2.14 0.10 0.11
C -0.735 7.419 1.685 -0.54 -1.08 0.15 -0.03
N 0.179 8.469 1.690 -1.53 -2.68 -0.06 0.08
N 1.448 8.155 1.907 -0.70 -4.06 0.46 0.01
H 3.673 7.761 0.541 0.83 -0.38 0.09 -0.05
H 4.009 5.125 2.259 -0.70 0.70 0.81 0.02
H 4.184 7.066 3.605 -0.62 -0.78 -0.16 0.01
H 1.327 4.493 2.379 -0.35 1.69 -0.25 0.10
H -1.385 5.117 1.907 1.01 1.42 0.12 0.10
H -1.816 7.735 1.455 1.98 -0.28 0.48 0.14
H 2.156 8.917 1.886 -0.62 -0.67 0.01 0.18
C 1.325 0.556 0.140 0.22 -0.01 0.05 -0.22
C 0.888 -0.652 0.968 -0.05 -0.23 -0.12 -0.22
C 0.023 -0.133 2.119 0.32 -0.39 0.35 -0.21
S -0.731 1.380 1.534 -0.37 -0.90 -0.76 0.67
O -0.223 2.489 2.320 -0.12 0.52 0.21 -0.36
O -2.146 1.166 1.344 0.24 0.55 0.45 -0.31
C 0.069 1.394 -0.061 0.31 0.08 -0.35 -0.22
H 1.763 0.256 -0.813 -0.12 0.01 0.07 0.11
H 2.076 1.131 0.693 -0.04 0.01 -0.05 0.12
H 0.299 -1.327 0.341 0.10 0.15 0.05 0.09
H 1.745 -1.217 1.343 -0.09 0.06 0.02 0.12
H -0.758 -0.845 2.389 -0.05 0.25 0.05 0.11
H 0.626 0.107 2.997 -0.13 0.10 -0.04 0.11
H 0.281 2.420 -0.362 -0.16 0.00 0.08 0.11
H -0.607 0.924 -0.777 -0.01 0.03 0.12 0.12
C -4.790 3.927 6.145 -0.07 -0.16 0.03 -0.22
C -3.536 3.132 5.769 0.09 0.00 0.22 -0.21
C -3.428 3.144 4.243 0.40 -0.51 0.16 -0.22
S -4.219 4.647 3.696 -0.42 -0.24 0.29 0.69
O -5.394 4.299 2.936 0.46 0.37 -0.13 -0.30
O -3.207 5.558 3.188 -0.09 0.03 -0.38 -0.37
C -4.734 5.201 5.311 -0.13 0.18 0.43 -0.23
H -4.826 4.147 7.213 -0.02 0.01 -0.11 0.12
H -5.684 3.350 5.888 0.04 0.09 0.03 0.13
H -2.656 3.615 6.206 -0.07 -0.03 -0.02 0.12
H -3.574 2.111 6.153 0.02 0.10 -0.07 0.12
H -2.389 3.147 3.910 -0.15 -0.02 -0.16 0.08
H -3.959 2.301 3.798 0.01 0.18 -0.11 0.11
H -5.693 5.713 5.241 0.11 0.01 -0.18 0.11
H -3.970 5.885 5.689 -0.05 -0.02 -0.09 0.11
C 2.564 -4.967 -1.926 0.09 -0.04 -0.12 -0.21
C 3.488 -3.771 -2.167 0.17 -0.06 0.14 -0.21
C 2.706 -2.746 -2.991 0.56 0.14 -0.11 -0.22
S 0.979 -2.993 -2.589 0.02 -0.31 0.13 0.69
O 0.294 -3.463 -3.770 -0.04 0.39 0.22 -0.31
O 0.501 -1.864 -1.819 -0.18 0.01 -0.41 -0.34
C 1.229 -4.377 -1.491 0.05 -0.39 0.22 -0.22
H 2.967 -5.646 -1.172 -0.08 0.02 -0.11 0.13
H 2.439 -5.531 -2.856 0.00 -0.05 0.15 0.10
H 3.772 -3.331 -1.205 -0.02 -0.03 -0.07 0.12
H 4.407 -4.067 -2.676 -0.08 0.06 0.05 0.12
H 2.992 -1.724 -2.740 -0.18 -0.03 -0.13 0.10
H 2.830 -2.915 -4.062 -0.16 0.04 0.07 0.11
H 0.399 -5.078 -1.582 -0.07 0.16 -0.05 0.11
H 1.284 -3.989 -0.472 -0.05 0.03 -0.09 0.11
C 0.708 -6.866 -6.549 0.13 -0.07 -0.09 -0.22
C -0.295 -7.981 -6.850 -0.09 0.07 -0.20 -0.22
C -0.374 -8.873 -5.609 -0.14 -0.38 -0.44 -0.22
S 0.022 -7.825 -4.214 -0.29 0.16 -0.09 0.66
O 1.266 -8.280 -3.633 -0.22 0.11 0.20 -0.33
O -1.167 -7.616 -3.420 0.45 -0.14 0.19 -0.33
C 0.349 -6.350 -5.162 0.12 0.27 -0.35 -0.24
H 0.666 -6.070 -7.296 0.02 -0.05 0.08 0.12
H 1.724 -7.273 -6.546 -0.06 0.06 0.01 0.12
H -1.277 -7.543 -7.052 0.09 -0.03 0.03 0.12
H -0.006 -8.558 -7.731 -0.05 0.03 0.09 0.12
H -1.373 -9.289 -5.475 0.15 0.01 0.19 0.11
H 0.362 -9.678 -5.646 -0.03 0.10 0.14 0.11
H 1.149 -5.778 -4.695 -0.17 -0.06 0.09 0.08
H -0.569 -5.760 -5.187 0.10 -0.03 0.12 0.11
```
Positions in Å, forces in eV/Å.

Output
- Total charge: +1
- Lowest unoccupied orbital energy: -5.20 eV
- HOMO: -0.4262 Ha
- HOMO-LUMO gap: 6.399 eV